# 1
{"formula": "C5H10N2O", "method": "ωB97M-V/def2-TZVPD", "e_lumo_ha": 0.0304, "homo_ev": -8.49, "smiles": "CC(=C=N)[C@@](C)(N)O", "molar_mass_g_mol": 114.15, "max_force_ha_per_bohr": 0.07859, "spin_multiplicity": 1, "de_lowest_ev": 2.781, "gap_ev": 9.31, "symbols": ["C", "C", "C", "C", "C", "N", "O", "N", "H", "H", "H", "H", "H", "H", "H", "H", "H", "H"], "positions_angstrom": [[-2.12739, 0.43550, 0.01768], [1.84962, -0.15452, 0.05022], [0.21146, -0.57994, -0.54679], [-0.63245, 0.41568, 0.18432], [0.06612, 1.20439, 0.97615], [-0.01896, -1.91252, -0.21001], [0.17755, -0.44067, -1.93569], [0.46897, 2.23224, 1.51840], [0.34692, 0.48365, -2.15280], [-0.92847, -2.13454, 0.16602], [0.57820, -2.57285, -0.69070], [0.90139, 2.17977, 2.43313], [-2.39269, 0.41691, -1.04150], [-2.59287, -0.42945, 0.49585], [-2.53393, 1.34316, 0.45981], [2.02123, -0.46726, 1.07798], [2.40528, -0.85599, -0.57330], [2.20001, 0.83643, -0.22877]], "atomic_forces_ev_per_a": [[0.096, 0.096, 0.353], [-1.573, -2.057, -2.278], [3.234, 1.554, 1.860], [0.184, -0.544, -0.056], [-1.675, 1.553, 0.247], [0.116, 0.060, 0.522], [0.000, 0.257, -0.585], [0.676, -0.568, -0.473], [0.029, -0.013, -0.018], [0.345, -0.433, -0.428], [-0.714, -0.147, 0.195], [-0.351, -0.157, 0.282], [0.105, -0.011, 0.037], [-0.125, 0.038, -0.006], [-0.143, -0.055, 0.016], [-0.286, 0.351, 0.059], [0.336, -0.047, 0.007], [-0.251, 0.123, 0.265]]}

***

# 2
{"formula": "C5H10N2O", "method": "ωB97M-V/def2-TZVPD", "e_lumo_ha": 0.0294, "homo_ev": -7.25, "smiles": "CC(=O)N/C(C)=C/N", "molar_mass_g_mol": 114.15, "max_force_ha_per_bohr": 0.05972, "spin_multiplicity": 1, "de_lowest_ev": 1.039, "gap_ev": 8.05, "symbols": ["C", "C", "N", "C", "C", "N", "C", "O", "H", "H", "H", "H", "H", "H", "H", "H", "H", "H"], "positions_angstrom": [[-1.11461, 0.96429, -1.76827], [1.65994, -0.04180, 1.51782], [-0.23026, 1.17021, 0.57436], [-1.32016, 1.33623, -0.31830], [0.35908, -0.04262, 0.76825], [0.40200, -2.35367, -0.03294], [-0.20296, -1.11967, 0.14730], [-2.22039, 2.11274, 0.00187], [-0.15881, 1.87075, 1.30613], [-0.06168, -2.95137, -0.71114], [1.40417, -2.31298, -0.19222], [-1.27524, -1.21208, 0.00232], [-0.07095, 0.73039, -1.99354], [-1.41120, 1.81008, -2.39633], [-1.76837, 0.12888, -2.02338], [2.43421, 0.45677, 0.92408], [2.01767, -1.05138, 1.73360], [1.55757, 0.50523, 2.46040]], "atomic_forces_ev_per_a": [[-0.106, -0.510, -0.176], [0.283, -0.032, -0.641], [-1.574, 1.091, -0.412], [0.505, 2.946, 0.704], [0.294, -2.299, -0.803], [0.791, -0.763, -0.123], [-0.004, 0.404, 1.380], [0.620, -1.235, -0.258], [-0.497, -0.254, -0.008], [0.259, 0.258, 0.301], [-0.343, -0.143, -0.055], [0.066, 0.724, -0.391], [-0.210, -0.239, 0.165], [-0.095, -0.019, 0.366], [0.189, -0.014, -0.193], [0.061, 0.056, 0.159], [-0.207, 0.099, 0.060], [-0.036, -0.070, -0.074]]}

***

# 3
{"formula": "C5H10N2O", "method": "ωB97M-V/def2-TZVPD", "e_lumo_ha": [0.0096, 0.0096], "homo_ev": [-8.28, -8.27], "molar_mass_g_mol": 114.15, "max_force_ha_per_bohr": 0.04212, "spin_multiplicity": 1, "de_lowest_ev": 6.459, "gap_ev": [8.54, 8.53], "symbols": ["C", "C", "C", "C", "C", "N", "N", "O", "H", "H", "H", "H", "H", "H", "H", "H", "H", "H"], "positions_angstrom": [[0.62751, -1.13409, 1.13195], [-0.70884, -0.91084, 1.21534], [1.28422, -1.89745, 0.00634], [1.50793, -0.61870, -0.69000], [-1.83398, 1.93341, -0.39243], [-0.84730, 0.87494, -0.30278], [0.31350, 1.09892, -0.65609], [0.74784, 2.14807, -1.17777], [1.29125, -0.67885, 1.85488], [-1.40752, -1.48239, 0.61749], [-1.12189, -0.33672, 2.03106], [0.59877, -2.56439, -0.50847], [2.19031, -2.40654, 0.33715], [2.39384, -0.04195, -0.46056], [1.20515, -0.60488, -1.72720], [-1.45954, 2.85795, 0.06213], [-2.74606, 1.61136, 0.10610], [-2.03519, 2.15215, -1.44714]], "atomic_forces_ev_per_a": [[-1.716, -0.633, 1.161], [1.376, -1.054, 0.307], [-0.467, 0.886, 0.882], [0.097, 1.192, -1.759], [0.449, 0.360, -0.253], [0.191, 0.026, -0.145], [-0.581, -0.439, 0.234], [0.245, -0.968, 0.255], [0.073, 0.168, -0.094], [0.031, 0.216, -0.139], [0.016, 0.133, -0.041], [0.046, -0.008, -0.015], [-0.011, 0.069, -0.170], [-0.019, -0.038, -0.049], [0.270, 0.203, -0.165], [-0.026, -0.084, -0.036], [0.075, -0.056, -0.051], [-0.047, 0.025, 0.080]]}

***

# 4
{"formula": "C5H10N2O", "method": "ωB97M-V/def2-TZVPD", "e_lumo_ha": 0.0287, "homo_ev": -7.79, "smiles": "N[C@H]1CO[C@H]2C[C@@]21N", "molar_mass_g_mol": 114.15, "max_force_ha_per_bohr": 0.09217, "spin_multiplicity": 1, "de_lowest_ev": 9.093, "gap_ev": 8.57, "symbols": ["C", "C", "C", "C", "C", "H", "H", "H", "H", "H", "H", "H", "H", "H", "H", "N", "N", "O"], "positions_angstrom": [[-0.91890, 0.12560, -0.80806], [-0.57547, 1.29432, 0.31031], [1.44144, 0.41728, -0.36806], [1.83874, -1.00443, -0.39274], [0.27294, -0.72070, -0.20242], [-3.01666, 0.27953, -0.02493], [-2.70333, -1.41028, -0.76550], [-0.68161, 0.36622, -1.83552], [-0.73093, 2.32659, -0.12482], [-1.29909, 0.92242, 1.02543], [1.37415, 0.96479, -1.51149], [2.05915, -1.78152, 0.33156], [2.31881, -0.77390, -1.57482], [-0.96939, -1.40950, 0.98143], [-0.13656, -0.08725, 1.97851], [-2.25996, -0.46749, -0.32049], [0.00082, -1.01895, 1.23808], [0.90587, 1.29195, 0.48286]], "atomic_forces_ev_per_a": [[0.783, -1.280, 3.230], [0.008, 1.509, -4.173], [-2.902, 0.466, -2.583], [-0.693, 1.028, -4.500], [1.965, 0.047, -0.841], [2.056, -2.247, -1.309], [1.609, 3.558, 0.991], [-0.822, 0.101, -0.303], [-0.478, -1.058, 0.849], [0.748, 1.022, 1.172], [0.703, -1.828, 2.897], [0.894, 0.548, -0.099], [-1.170, -2.567, 3.468], [1.378, 0.775, 1.840], [0.563, -3.578, -3.057], [-1.551, -0.057, -1.239], [-1.513, 1.311, 0.370], [-1.577, 2.250, 3.285]]}

***

# 5
{"formula": "C5H10N2O", "method": "ωB97M-V/def2-TZVPD", "e_lumo_ha": [0.0238, 0.0238], "homo_ev": [-7.50, -7.50], "smiles": "[H]/N=C(NO)/C(C)=C/C", "molar_mass_g_mol": 114.15, "max_force_ha_per_bohr": 0.04311, "spin_multiplicity": 1, "de_lowest_ev": 4.881, "gap_ev": [8.15, 8.15], "symbols": ["C", "C", "N", "C", "C", "C", "O", "N", "H", "H", "H", "H", "H", "H", "H", "H", "H", "H"], "positions_angstrom": [[-1.20272, -1.71778, 0.11012], [-1.75143, 1.41167, 0.23512], [1.50518, 0.73048, 0.17879], [1.16261, -0.69963, 0.06587], [-0.24225, -0.61103, -0.17977], [-0.53031, 0.76197, -0.35315], [2.74278, 1.15445, -0.38939], [2.00893, -1.65665, -0.08804], [2.76730, 0.67912, -1.23858], [1.33910, 1.23003, 1.04697], [2.94970, -1.32247, 0.13016], [-0.15746, 1.33010, -1.20604], [-1.79881, -1.97949, -0.77175], [-0.67493, -2.61721, 0.43543], [-1.90279, -1.44289, 0.90610], [-1.67098, 2.50024, 0.17900], [-1.90326, 1.12132, 1.27657], [-2.64063, 1.12778, -0.33742]], "atomic_forces_ev_per_a": [[-0.228, 0.049, 0.314], [-0.215, -0.084, -0.190], [0.700, -0.498, -0.416], [1.175, 0.517, -1.675], [0.096, 1.260, 1.029], [-1.844, -0.975, -0.751], [-0.147, -0.477, 0.590], [-0.274, 0.550, 0.259], [-0.053, 0.177, 0.251], [0.470, -0.289, -0.105], [-0.110, -0.190, 0.201], [0.493, -0.111, 0.508], [0.101, 0.072, 0.096], [0.047, 0.148, -0.075], [-0.049, -0.026, -0.044], [0.000, -0.115, 0.024], [-0.064, -0.042, -0.078], [-0.098, 0.034, 0.061]]}

***

# 6
{"formula": "C5H10N2O", "method": "ωB97M-V/def2-TZVPD", "e_lumo_ha": 0.0277, "homo_ev": -9.02, "molar_mass_g_mol": 114.15, "max_force_ha_per_bohr": 0.11317, "spin_multiplicity": 1, "de_lowest_ev": 7.171, "gap_ev": 9.78, "symbols": ["C", "C", "C", "C", "C", "H", "H", "H", "H", "H", "H", "H", "H", "H", "H", "N", "N", "O"], "positions_angstrom": [[2.14647, 0.36292, -0.31902], [0.99058, -0.10571, 0.42156], [0.91934, -1.46468, 0.66355], [-0.16939, 0.71448, 1.05293], [-1.97453, 1.12762, -0.59899], [2.58268, 1.22101, 0.14829], [1.62699, 0.68223, -1.29039], [3.00739, -0.67895, -0.13509], [0.12737, -1.97517, 1.37034], [1.93380, -1.97504, 0.24699], [0.70281, 1.32019, 1.65393], [-0.83783, 0.10575, 1.78181], [-2.56046, 2.01143, -1.05740], [-3.18677, -0.16872, -1.56940], [-0.83437, -1.56918, -0.39666], [-1.07769, 1.52154, 0.29120], [-2.29453, -0.11097, -0.97282], [-1.10187, -1.01875, -1.29083]], "atomic_forces_ev_per_a": [[0.933, -1.825, -0.497], [-3.142, -4.530, 1.863], [1.905, 0.262, 0.266], [2.031, -0.053, 1.241], [2.415, 3.323, 2.532], [0.435, 0.615, 0.117], [1.878, -0.674, 0.502], [-2.419, 3.708, -1.656], [1.736, 0.935, -1.669], [-2.956, 0.208, 1.454], [-3.026, -0.168, -0.495], [1.621, 0.592, -0.963], [0.555, -1.683, 0.770], [2.566, -0.642, 0.667], [-1.136, 2.151, -2.770], [-1.088, 0.434, -2.446], [-0.229, -2.684, -1.336], [-2.079, 0.032, 2.419]]}